This record from the OMol25 dataset describes a cluster of 2 separate species, C2H2ClNO2S in total in a non-equilibrium geometry. The level of theory is ωB97M-V/def2-TZVPD.

Atoms and positions in Å:
C1 0.127 -0.680 1.011
C2 0.054 0.818 0.815
N1 -0.271 -1.350 -0.014
O1 0.362 -1.058 2.156
O2 -0.312 1.837 1.244
S1 0.489 1.002 -1.675
Cl1 -0.214 2.729 -2.403
H1 -0.199 -1.003 -0.948
H2 -0.035 -2.295 -0.186

Results
total charge: 0
HOMO: -8.83 eV
electronic energy: -31047.01092 eV

Now the Mulliken charges, all in e: C 0.60; C 0.37; N -0.29; O -0.52; O -0.22; S -0.26; Cl -0.15; H 0.17; H 0.30